Record 1
{"formula": "C62H55BrIIrN4O4STe", "method": "ωB97M-V/def2-TZVPD", "symbols": ["Ir", "C", "C", "C", "C", "C", "O", "C", "C", "C", "C", "C", "C", "C", "O", "C", "C", "C", "N", "C", "C", "Te", "C", "C", "C", "C", "C", "C", "C", "C", "C", "C", "C", "C", "H", "H", "H", "H", "H", "H", "H", "H", "H", "H", "H", "H", "H", "H", "H", "H", "H", "H", "H", "H", "H", "H", "H", "H", "C", "C", "C", "C", "C", "N", "C", "O", "N", "C", "C", "C", "C", "N", "C", "C", "C", "H", "H", "H", "H", "H", "H", "H", "H", "H", "H", "H", "H", "H", "Br", "C", "C", "C", "C", "C", "C", "I", "H", "H", "H", "H", "O", "S", "C", "C", "C", "C", "C", "C", "C", "C", "C", "C", "C", "C", "C", "C", "H", "H", "H", "H", "H", "H", "H", "H", "H", "H", "H", "H", "H", "H"], "positions_angstrom": [[-0.138, 0.529, 0.570], [-3.247, -5.737, 0.056], [-2.689, -4.389, -0.193], [-3.206, -3.579, -1.214], [-2.652, -2.362, -1.508], [-3.235, -1.473, -2.576], [-4.282, -0.900, -2.367], [-2.446, -1.362, -3.803], [-2.902, -0.526, -4.828], [-2.181, -0.420, -5.999], [-1.006, -1.137, -6.161], [-0.547, -1.965, -5.146], [-1.264, -2.087, -3.975], [-1.549, -1.835, -0.761], [-1.055, -0.701, -1.044], [-1.057, -2.658, 0.309], [-1.619, -3.888, 0.568], [0.044, -2.134, 1.150], [-0.262, -1.049, 1.878], [-0.093, -1.078, 3.317], [0.177, 0.282, 3.944], [-1.560, 1.260, 4.846], [-0.980, 3.133, 3.972], [-0.840, 4.264, 4.768], [-0.444, 5.461, 4.193], [-0.199, 5.536, 2.831], [-0.328, 4.406, 2.038], [-0.716, 3.209, 2.610], [1.321, -2.798, 1.112], [2.449, -2.294, 1.793], [3.665, -2.935, 1.714], [3.815, -4.081, 0.939], [2.727, -4.569, 0.226], [1.504, -3.941, 0.304], [-4.040, -5.970, -0.648], [-3.641, -5.823, 1.070], [-2.471, -6.497, -0.040], [-4.054, -3.922, -1.789], [-3.827, 0.013, -4.691], [-2.549, 0.204, -6.797], [-0.453, -1.062, -7.083], [0.360, -2.533, -5.278], [-0.914, -2.748, -3.195], [-1.235, -4.487, 1.380], [0.704, -1.785, 3.586], [-1.028, -1.501, 3.719], [0.554, 0.980, 3.202], [0.912, 0.187, 4.740], [-1.014, 4.211, 5.833], [-0.324, 6.333, 4.816], [0.100, 6.474, 2.389], [-0.131, 4.448, 0.975], [-0.805, 2.327, 1.969], [2.372, -1.390, 2.377], [4.516, -2.541, 2.250], [4.775, -4.568, 0.874], [2.845, -5.440, -0.400], [0.676, -4.328, -0.267], [-5.471, 6.663, 0.268], [-5.295, 5.536, 1.217], [-4.269, 5.545, 2.170], [-4.097, 4.485, 3.028], [-4.922, 3.355, 2.948], [-4.639, 2.293, 3.802], [-4.876, 0.940, 3.699], [-4.632, 0.202, 4.624], [-5.337, 0.517, 2.453], [-4.577, 0.815, 1.319], [-5.139, 1.042, 0.064], [-4.301, 1.415, -0.971], [-2.934, 1.486, -0.754], [-2.390, 1.213, 0.427], [-3.190, 0.915, 1.441], [-5.979, 3.355, 2.029], [-6.159, 4.432, 1.189], [-4.640, 7.360, 0.311], [-6.382, 7.216, 0.503], [-5.585, 6.291, -0.750], [-3.601, 6.390, 2.234], [-3.302, 4.507, 3.755], [-4.278, 2.551, 4.715], [-5.850, -0.357, 2.447], [-6.203, 0.935, -0.091], [-4.711, 1.644, -1.940], [-2.248, 1.754, -1.541], [-2.720, 0.743, 2.409], [-6.670, 2.529, 2.010], [-6.993, 4.435, 0.503], [2.537, 2.980, 3.928], [3.881, 1.704, 3.521], [4.860, 1.422, 4.463], [5.897, 0.565, 4.138], [5.958, -0.015, 2.881], [4.957, 0.233, 1.955], [3.914, 1.087, 2.277], [2.457, 1.520, 0.770], [4.822, 1.890, 5.436], [6.668, 0.362, 4.862], [6.792, -0.641, 2.609], [4.994, -0.219, 0.976], [0.366, 1.984, -1.149], [0.299, 3.199, -2.038], [-0.460, 2.614, -3.656], [0.482, 2.304, -4.759], [0.698, 3.226, -5.788], [1.533, 2.906, -6.841], [2.172, 1.674, -6.875], [1.982, 0.765, -5.841], [1.144, 1.077, -4.787], [2.054, 3.451, -2.549], [2.664, 4.500, -1.677], [3.835, 4.271, -0.955], [4.382, 5.276, -0.178], [3.779, 6.525, -0.127], [2.613, 6.762, -0.843], [2.056, 5.755, -1.605], [-1.117, 3.440, -3.929], [-1.046, 1.738, -3.379], [0.195, 4.182, -5.772], [1.677, 3.612, -7.642], [2.813, 1.425, -7.707], [2.483, -0.190, -5.868], [0.983, 0.373, -3.984], [2.029, 3.769, -3.592], [2.561, 2.491, -2.471], [4.340, 3.318, -1.034], [5.289, 5.093, 0.379], [4.232, 7.317, 0.447], [2.147, 7.735, -0.810], [1.156, 5.942, -2.174]], "s_squared": 0.7566, "max_force_ev_per_a": 4.564, "e_lumo_ev": [-9.7, -10.5], "total_charge": 3, "homo_lumo_gap_ev": [4.60, 3.76], "homo_ev": [-14.32, -14.28], "multiplicity": 2}

***

Record 2
{"formula": "C62H56N4O6SSi2Tl", "method": "ωB97M-V/def2-TZVPD", "symbols": ["Tl", "C", "O", "C", "C", "C", "C", "C", "C", "N", "N", "C", "O", "C", "C", "C", "C", "C", "C", "C", "O", "H", "H", "H", "H", "H", "H", "H", "H", "H", "H", "H", "H", "O", "Si", "C", "C", "C", "C", "C", "C", "C", "C", "C", "C", "C", "C", "C", "C", "C", "C", "C", "C", "H", "H", "H", "H", "H", "H", "H", "H", "H", "H", "H", "H", "H", "H", "H", "O", "Si", "C", "C", "C", "C", "C", "C", "C", "C", "C", "C", "C", "C", "C", "C", "C", "C", "C", "C", "H", "H", "H", "H", "H", "H", "H", "H", "H", "H", "H", "H", "H", "H", "H", "C", "C", "C", "N", "C", "S", "N", "C", "O", "C", "C", "C", "C", "C", "C", "H", "H", "H", "H", "H", "H", "H", "H", "H", "H", "H", "H", "H", "H"], "positions_angstrom": [[0.442, 0.029, 0.198], [-1.805, 3.055, -3.218], [-2.822, 2.402, -2.468], [-2.825, 2.756, -1.141], [-3.853, 3.531, -0.661], [-3.913, 3.897, 0.688], [-2.908, 3.481, 1.526], [-1.836, 2.696, 1.064], [-0.798, 2.400, 2.027], [0.230, 1.660, 1.837], [1.114, 1.578, 2.890], [2.083, 0.728, 2.642], [2.245, 0.015, 1.596], [3.133, 0.612, 3.700], [4.358, 0.041, 3.370], [5.352, -0.081, 4.330], [5.122, 0.353, 5.628], [3.895, 0.915, 5.961], [2.905, 1.049, 5.001], [-1.768, 2.303, -0.298], [-0.790, 1.622, -0.823], [-2.023, 2.890, -4.269], [-0.828, 2.625, -2.988], [-1.796, 4.130, -3.007], [-4.622, 3.839, -1.359], [-4.731, 4.500, 1.058], [-2.922, 3.759, 2.574], [-0.883, 2.868, 3.010], [4.508, -0.312, 2.357], [6.305, -0.524, 4.066], [5.893, 0.247, 6.381], [3.708, 1.242, 6.977], [1.944, 1.481, 5.243], [-0.505, -1.323, 1.552], [-0.794, -2.800, 2.077], [-2.528, -2.799, 2.832], [-3.014, -1.618, 3.399], [-4.271, -1.562, 3.983], [-5.076, -2.694, 4.010], [-4.617, -3.876, 3.445], [-3.357, -3.921, 2.861], [-0.798, -4.164, 0.776], [-1.743, -4.123, -0.255], [-1.815, -5.126, -1.209], [-0.937, -6.201, -1.152], [0.013, -6.259, -0.144], [0.080, -5.248, 0.809], [0.393, -3.335, 3.444], [0.092, -4.421, 4.272], [0.942, -4.800, 5.301], [2.115, -4.089, 5.530], [2.433, -3.009, 4.720], [1.579, -2.643, 3.685], [-2.394, -0.728, 3.366], [-4.629, -0.634, 4.413], [-6.060, -2.653, 4.461], [-5.244, -4.759, 3.451], [-3.020, -4.847, 2.404], [-2.435, -3.288, -0.317], [-2.548, -5.060, -2.004], [-0.984, -6.981, -1.902], [0.709, -7.089, -0.101], [0.830, -5.306, 1.591], [-0.829, -4.975, 4.118], [0.688, -5.644, 5.931], [2.776, -4.378, 6.339], [3.342, -2.443, 4.892], [1.840, -1.812, 3.044], [0.262, -1.249, -1.432], [-0.551, -1.568, -2.774], [0.187, -3.140, -3.505], [1.102, -3.882, -2.757], [1.694, -5.025, -3.279], [1.375, -5.452, -4.560], [0.466, -4.726, -5.321], [-0.112, -3.579, -4.797], [-0.384, -0.287, -4.150], [-1.458, 0.078, -4.960], [-1.288, 0.936, -6.042], [-0.037, 1.462, -6.324], [1.049, 1.108, -5.531], [0.876, 0.234, -4.466], [-2.390, -1.814, -2.454], [-3.156, -2.781, -3.107], [-4.506, -2.948, -2.821], [-5.116, -2.147, -1.866], [-4.373, -1.177, -1.205], [-3.028, -1.014, -1.503], [1.337, -3.561, -1.749], [2.398, -5.588, -2.678], [1.834, -6.344, -4.967], [0.218, -5.050, -6.325], [-0.796, -3.005, -5.416], [-2.449, -0.300, -4.733], [-2.139, 1.206, -6.656], [0.094, 2.145, -7.154], [2.032, 1.510, -5.750], [1.732, -0.048, -3.862], [-2.689, -3.437, -3.835], [-5.078, -3.711, -3.335], [-6.165, -2.282, -1.633], [-4.839, -0.549, -0.456], [-2.462, -0.252, -0.985], [4.530, 5.456, 1.155], [3.684, 4.282, 1.638], [3.671, 3.099, 0.684], [3.034, 3.474, -0.576], [2.566, 2.588, -1.450], [2.893, 0.946, -1.317], [1.832, 3.052, -2.518], [1.398, 4.338, -2.854], [1.280, 4.641, -4.020], [1.011, 5.276, -1.760], [0.410, 4.814, -0.592], [0.000, 5.722, 0.372], [0.205, 7.081, 0.178], [0.803, 7.542, -0.989], [1.195, 6.641, -1.965], [4.540, 6.259, 1.892], [4.153, 5.883, 0.221], [5.562, 5.145, 0.979], [2.654, 4.603, 1.821], [4.066, 3.919, 2.594], [3.115, 2.268, 1.113], [4.683, 2.737, 0.484], [2.780, 4.444, -0.685], [1.694, 2.367, -3.255], [0.259, 3.751, -0.449], [-0.485, 5.363, 1.270], [-0.110, 7.787, 0.937], [0.954, 8.603, -1.140], [1.638, 6.975, -2.894]], "max_force_ev_per_a": 0.289, "e_lumo_ev": 1.8, "total_charge": -1, "homo_lumo_gap_ev": 7.17, "homo_ev": -5.38}

***

Record 3
{"formula": "C62H60N2OP2Pd", "method": "ωB97M-V/def2-TZVPD", "symbols": ["C", "C", "C", "C", "C", "O", "C", "C", "H", "H", "H", "H", "H", "H", "H", "C", "N", "C", "C", "C", "C", "C", "C", "C", "C", "C", "C", "C", "C", "N", "C", "C", "C", "C", "Pd", "P", "C", "C", "C", "C", "C", "C", "C", "C", "C", "C", "C", "C", "C", "C", "C", "C", "C", "C", "P", "C", "C", "C", "C", "C", "C", "C", "C", "C", "C", "C", "C", "C", "C", "C", "C", "C", "C", "C", "C", "H", "H", "H", "H", "H", "H", "H", "H", "H", "H", "H", "H", "H", "H", "H", "H", "H", "H", "H", "H", "H", "H", "H", "H", "H", "H", "H", "H", "H", "H", "H", "H", "H", "H", "H", "H", "H", "H", "H", "H", "H", "H", "H", "H", "H", "H", "H", "H", "H", "H", "H", "H", "H"], "positions_angstrom": [[-5.296, 5.305, -4.979], [-4.682, 4.315, -4.046], [-5.225, 3.020, -3.948], [-4.604, 2.052, -3.196], [-3.273, 2.312, -2.689], [-2.428, 1.390, -2.553], [-2.929, 3.713, -2.503], [-3.576, 4.664, -3.251], [-4.671, 6.200, -5.044], [-5.389, 4.864, -5.976], [-6.301, 5.613, -4.663], [-6.145, 2.775, -4.483], [-4.969, 1.032, -3.095], [-2.051, 3.908, -1.889], [-3.226, 5.702, -3.245], [-3.202, 3.927, 3.428], [-3.529, 2.528, 3.239], [-4.554, 1.974, 4.096], [-2.949, 1.789, 2.255], [-3.355, 0.438, 2.044], [-2.752, -0.323, 1.079], [-1.677, 0.190, 0.275], [-1.295, -0.487, -0.973], [-2.180, -1.306, -1.681], [-2.214, -1.256, -3.080], [-1.014, -1.164, -3.879], [-0.385, 0.080, -4.132], [0.708, 0.195, -4.971], [1.255, -0.959, -5.589], [2.292, -0.844, -6.467], [3.026, -1.999, -6.929], [2.778, 0.452, -6.888], [0.683, -2.226, -5.280], [-0.437, -2.319, -4.473], [0.167, -0.484, 1.249], [0.055, -1.721, 3.110], [1.402, -2.916, 3.298], [2.370, -2.774, 4.307], [3.461, -3.637, 4.351], [3.604, -4.650, 3.401], [2.639, -4.801, 2.402], [1.540, -3.947, 2.352], [0.065, -0.536, 4.468], [0.075, -0.938, 5.817], [0.051, 0.032, 6.823], [0.008, 1.391, 6.495], [0.006, 1.789, 5.156], [0.051, 0.830, 4.150], [-1.536, -2.600, 3.157], [-2.497, -2.309, 4.143], [-3.757, -2.909, 4.095], [-4.077, -3.802, 3.069], [-3.132, -4.084, 2.080], [-1.873, -3.480, 2.112], [2.217, -0.172, 0.306], [2.164, 1.525, -0.347], [2.572, 2.609, 0.444], [2.312, 3.914, 0.017], [1.636, 4.144, -1.184], [1.235, 3.066, -1.982], [1.530, 1.762, -1.584], [3.582, -0.354, 1.495], [4.667, -1.210, 1.233], [5.639, -1.423, 2.210], [5.544, -0.789, 3.450], [4.466, 0.055, 3.720], [3.487, 0.270, 2.752], [2.715, -1.071, -1.187], [3.600, -0.480, -2.111], [4.078, -1.213, -3.195], [3.712, -2.552, -3.344], [2.806, -3.130, -2.452], [2.294, -2.397, -1.381], [-1.285, 1.569, 0.489], [-1.927, 2.346, 1.435], [-2.156, 4.052, 3.749], [-3.358, 4.501, 2.503], [-3.869, 4.314, 4.206], [-4.203, 1.067, 4.613], [-4.808, 2.737, 4.839], [-5.462, 1.712, 3.528], [-4.159, 0.014, 2.655], [-3.087, -1.336, 0.871], [-0.444, -0.070, -1.510], [-2.958, -1.863, -1.139], [-3.151, -1.456, -3.600], [-0.820, 0.973, -3.705], [1.128, 1.181, -5.172], [2.348, -2.772, -7.307], [3.675, -1.670, -7.743], [3.647, -2.431, -6.132], [3.326, 0.966, -6.086], [3.457, 0.298, -7.729], [1.952, 1.101, -7.210], [1.118, -3.131, -5.704], [-0.898, -3.287, -4.286], [2.270, -1.983, 5.050], [4.211, -3.515, 5.131], [4.463, -5.319, 3.441], [2.742, -5.588, 1.656], [0.780, -4.085, 1.583], [0.108, -1.998, 6.075], [0.066, -0.278, 7.868], [-0.020, 2.148, 7.279], [-0.012, 2.843, 4.879], [0.087, 1.145, 3.097], [-2.259, -1.611, 4.945], [-4.491, -2.673, 4.864], [-5.061, -4.273, 3.040], [-3.372, -4.779, 1.274], [-1.164, -3.670, 1.304], [3.080, 2.425, 1.391], [2.636, 4.753, 0.632], [1.412, 5.163, -1.503], [0.686, 3.232, -2.910], [1.273, 0.926, -2.242], [4.750, -1.709, 0.265], [6.475, -2.090, 2.000], [6.301, -0.966, 4.214], [4.372, 0.540, 4.692], [2.634, 0.913, 2.982], [3.925, 0.554, -1.985], [4.760, -0.741, -3.905], [4.139, -3.147, -4.153], [2.496, -4.164, -2.590], [1.584, -2.846, -0.681], [-0.596, 2.020, -0.228], [-1.653, 3.397, 1.556]], "max_force_ev_per_a": 2.657, "e_lumo_ev": -1.2, "homo_lumo_gap_ev": 4.01, "homo_ev": -5.22}